No. 1
Here is C21H12N2O7 in the gas phase from the Open Molecules 2025 dataset. Energies are from wB97M-V/def2-TZVPD.

Cartesian coordinates (Å):
O -2.3788 2.8452 -6.1194
C -2.4302 2.2362 -5.0824
O -3.5640 2.0700 -4.3952
C -1.2551 1.5987 -4.4283
C -0.0156 1.7097 -5.0568
C 1.1286 1.1535 -4.4989
C 0.9936 0.4876 -3.2970
C -0.2488 0.3763 -2.6662
C -1.3896 0.9209 -3.2134
C -0.0608 -0.3605 -1.3958
O -0.8781 -0.6826 -0.5746
N 1.3077 -0.6382 -1.3275
C 1.8872 -1.2904 -0.2148
C 2.8150 -2.3098 -0.3731
C 3.3208 -2.9353 0.7542
C 2.8876 -2.5839 2.0198
C 1.9539 -1.5632 2.1674
O 1.5924 -1.1983 3.4393
C 0.3786 -0.6264 3.6666
C -0.7762 -0.9769 2.9622
C -1.9705 -0.3543 3.2500
C -2.0213 0.6118 4.2500
N -3.2602 1.2834 4.5255
O -4.2290 0.9781 3.8611
O -3.2658 2.1212 5.4045
C -0.8852 0.9362 4.9855
C 0.3096 0.3166 4.6955
C 1.4808 -0.8912 1.0494
C 2.0096 -0.1842 -2.4458
O 3.1888 -0.3178 -2.6322
H -4.3011 2.5069 -4.8506
H 0.0309 2.2459 -5.9929
H 2.0907 1.2406 -4.9784
H -2.3463 0.8346 -2.7238
H 3.1406 -2.5990 -1.3587
H 4.0507 -3.7219 0.6419
H 3.2636 -3.0834 2.8982
H -0.7337 -1.7261 2.1871
H -2.8681 -0.6004 2.7042
H -0.9559 1.6808 5.7633
H 1.2083 0.5552 5.2413
H 0.7954 -0.0658 1.1590

Force components x, y, z for each atom (eV/Å):
O 0.059 -0.037 0.024
C -0.029 0.303 -0.487
O -0.356 -0.188 0.439
C 0.097 -0.167 0.247
C -0.104 0.011 0.013
C 0.016 -0.116 0.171
C -0.710 0.171 -0.077
C 0.353 0.233 -0.507
C 0.125 0.004 -0.062
C -0.212 -0.089 0.050
O -0.078 0.086 -0.096
N 0.132 -0.189 0.297
C 0.214 -0.226 0.357
C -0.088 0.074 -0.114
C -0.065 0.053 -0.011
C -0.219 0.167 0.237
C 0.222 -0.087 -0.623
O 0.188 -0.105 0.185
C -0.620 0.312 0.205
C 0.358 -0.115 0.112
C -0.212 0.292 0.217
C 1.134 -0.633 -0.247
N -0.507 0.281 0.132
O -0.233 -0.036 -0.112
O -0.049 0.170 0.172
C -0.393 0.065 -0.069
C 0.196 -0.293 -0.326
C 0.093 0.055 0.179
C 0.284 0.050 -0.045
O -0.088 0.048 -0.078
H 0.299 0.003 -0.123
H 0.002 0.037 -0.057
H 0.090 0.007 -0.059
H -0.067 -0.007 0.053
H 0.017 -0.024 -0.079
H 0.062 -0.068 0.000
H 0.039 -0.054 0.112
H -0.012 -0.010 -0.076
H -0.017 -0.017 -0.014
H 0.014 0.010 0.024
H 0.092 0.038 0.054
H -0.025 -0.009 -0.016

Computed properties:
**HOMO-LUMO gap**: 7.88 eV
**LUMO**: -1.102 eV
**SMILES**: O=C(O)c1ccc2c(c1)C(=O)N(c1cccc(Oc3ccc([N+](=O)[O-])cc3)c1)C2=O
**E_tot**: -39283.238 eV
**ΔE to the lowest compared entry with this formula, charge and spin**: 0.0 kcal per mole
**2S+1**: 1

No. 2
Here is a molecular structure, C21H13AuI2N3O from the Open Molecules 2025 dataset. Energies are from wB97M-V/def2-TZVPD.

Cartesian coordinates (Å):
Au 0.1783 0.1961 -0.2127
C -3.0864 -3.1844 -3.3497
C -3.3798 -1.9197 -3.8528
C -2.7709 -0.8011 -3.3245
C -1.8621 -0.9568 -2.2745
C -1.5597 -2.2116 -1.7663
C -2.1796 -3.3257 -2.3137
N -1.2075 0.2012 -1.7361
N -1.4715 1.3022 -2.2497
C -0.7072 2.3609 -1.7806
C -0.9604 3.6367 -2.2636
C -0.1988 4.6926 -1.7888
C 0.7830 4.4556 -0.8418
C 1.0357 3.1676 -0.3587
C 0.3062 2.1036 -0.8383
H -3.5680 -4.0566 -3.7708
H -4.0853 -1.8085 -4.6646
H -2.9884 0.1814 -3.7133
H -0.8722 -2.3352 -0.9449
H -1.9504 -4.3054 -1.9180
H -1.7462 3.7812 -2.9922
H -0.3779 5.6965 -2.1467
H 1.3685 5.2811 -0.4592
H 1.7950 3.0495 0.3980
I -1.7443 -3.6921 2.7061
C -0.1263 -2.4337 2.9925
C 0.6069 -2.4788 4.1966
C 1.7093 -1.6947 4.4031
I 2.7785 -1.8908 6.1791
C 2.1227 -0.7869 3.3940
C 3.2732 0.0237 3.4306
C 3.6031 0.8115 2.3579
C 2.7503 0.8661 1.2553
N 1.6340 0.1612 1.2136
C 1.3327 -0.7138 2.2283
C 0.2359 -1.5681 1.9854
O -0.3592 -1.5068 0.8056
H 0.2924 -3.1750 4.9620
H 3.9139 -0.0083 4.3022
H 4.5079 1.4010 2.3518
H 2.9747 1.4843 0.3997

Force components x, y, z for each atom (eV/Å):
Au 0.118 0.101 0.289
C -0.002 0.002 -0.001
C 0.007 -0.008 0.004
C -0.006 0.013 0.026
C -0.081 0.007 0.004
C 0.019 -0.007 -0.025
C -0.005 -0.005 -0.003
N -0.091 0.049 0.094
N 0.197 -0.031 -0.131
C -0.049 -0.007 0.041
C 0.005 0.005 -0.012
C -0.007 0.005 0.011
C 0.006 -0.009 -0.019
C -0.005 -0.009 0.003
C -0.046 -0.061 -0.202
H 0.000 0.000 0.000
H -0.002 0.003 0.001
H -0.009 -0.002 -0.003
H -0.004 -0.005 -0.021
H 0.005 0.000 -0.001
H -0.001 -0.004 0.001
H 0.001 -0.002 -0.004
H 0.003 -0.003 0.004
H -0.019 0.016 0.036
I 0.007 -0.010 -0.009
C 0.030 -0.017 0.006
C -0.016 -0.025 -0.004
C 0.044 -0.017 0.000
I -0.015 0.014 0.005
C -0.035 0.022 -0.016
C 0.029 -0.050 0.020
C 0.020 0.013 -0.038
C -0.034 0.005 0.012
N -0.041 0.111 0.026
C 0.114 -0.024 -0.007
C -0.059 -0.039 -0.015
O -0.090 -0.037 -0.075
H -0.001 0.005 0.005
H -0.007 0.008 0.005
H -0.004 0.006 -0.003
H 0.023 -0.012 -0.002

Computed properties:
**HOMO-LUMO gap**: 6.13 eV
**LUMO**: -4.713 eV
**E_tot**: -48391.706 eV
**ΔE to the lowest compared entry with this formula, charge and spin**: 0.8 kcal per mole
**Total charge**: +1
**2S+1**: 1

No. 3
Here is C21H13F2N5O3 in the gas phase from the Open Molecules 2025 dataset. Energies are from wB97M-V/def2-TZVPD.

Cartesian coordinates (Å):
C -1.4268 2.3265 -4.1544
N -0.8708 1.0289 -3.7516
C -0.7450 0.6876 -2.4528
C -0.3772 -0.6438 -2.1081
C -0.3153 -0.9030 -0.6446
C -0.6717 -2.1530 -0.1695
C -0.0924 -2.5427 1.2026
C 0.8432 -1.7959 1.8702
N 1.3185 -2.3365 3.0631
C 2.2980 -1.6041 3.6602
C 2.8891 -0.3779 3.1244
O 4.0283 0.0959 3.3837
N 2.3637 0.1548 1.9318
C 1.2043 -0.4940 1.3716
C 0.4143 0.1144 0.2939
O -0.8198 0.6779 0.8128
C -0.7996 1.2235 2.0017
C -1.7970 0.7331 2.9063
C -1.9870 1.2285 4.1764
C -1.1609 2.2500 4.6079
F -1.1185 2.7335 5.8887
C -0.3640 2.7948 3.6363
C -0.0867 2.2878 2.4183
F 1.0288 2.8206 1.6296
C 0.0064 -1.6388 -3.1541
C 1.1898 -2.5138 -3.0900
N 1.8331 -2.4485 -4.2416
N 1.3653 -1.5653 -5.0561
C 0.3102 -1.0265 -4.4327
C -0.4123 0.1758 -4.7324
O -0.7623 0.4876 -5.9052
H -2.4368 2.1120 -4.5325
H -1.2788 3.1002 -3.3526
H -1.0436 2.8389 -5.0644
H -0.8015 1.4181 -1.6432
H -1.0466 -2.8550 -0.9045
H -0.3396 -3.6106 1.5616
H 2.7919 -2.0507 4.5027
H 1.0528 0.6990 -0.3022
H -2.2884 -0.1924 2.5873
H -2.5650 0.8016 4.9810
H 0.2181 3.6459 3.8156
H -0.9122 -2.2868 -3.2009
H 1.3639 -3.3977 -2.5344

Force components x, y, z for each atom (eV/Å):
C -0.434 0.921 -0.670
N 1.098 0.925 -0.129
C 1.718 -3.793 1.493
C -0.578 4.554 1.319
C 1.293 -2.716 -0.498
C 2.547 1.917 1.541
C -1.229 -1.555 -2.039
C -1.704 -0.240 0.106
N 3.561 2.700 1.423
C -2.645 -2.375 -1.207
C 3.501 1.205 -2.399
O -3.006 -1.677 0.877
N -6.037 -1.654 -2.434
C 5.516 0.783 3.794
C -2.291 -2.047 -1.153
O 1.104 -0.158 -2.054
C -2.582 -0.191 2.327
C 0.691 -0.603 -0.669
C 0.545 -0.076 1.558
C -0.036 0.438 -0.820
F -0.399 -0.492 -1.374
C 1.575 1.558 1.386
C 2.417 0.718 -1.903
F -3.055 -1.018 1.766
C -0.799 -0.431 1.096
C 0.653 -0.728 -2.187
N 1.533 -3.735 3.598
N -3.530 4.358 -0.576
C 0.769 -0.078 -0.792
C -2.448 2.224 -5.457
O 1.335 -0.963 2.290
H -0.196 0.523 0.915
H -0.744 -1.151 -0.431
H 0.822 -1.102 0.557
H -0.546 -0.041 -0.522
H -0.294 -0.321 0.621
H 0.469 1.991 -0.311
H -0.113 -0.040 0.488
H 0.437 1.647 -0.509
H -0.069 0.533 0.059
H -0.616 -0.523 -0.450
H 0.839 1.234 0.886
H 0.756 -0.172 -0.527
H 0.172 -0.346 1.012

Computed properties:
**HOMO-LUMO gap**: 6.20 eV
**LUMO**: -2.419 eV
**SMILES**: CN1C=C(C2=CC=C3N=CC(=O)N=C3[C@@H]2Oc2ccc(F)cc2F)[C@@H]2C=NN=C2C1=O
**E_tot**: -41007.554 eV
**2S+1**: 1

No. 4
Here is a molecular structure, C21H14BrCl3F5GeI2MoN4O3 from the Open Molecules 2025 dataset. Energies are from wB97M-V/def2-TZVPD.

Cartesian coordinates (Å):
Mo 0.2478 -0.0983 -0.5859
Br 0.2233 1.2087 5.3988
C -1.0449 0.4744 2.3594
C -2.1593 0.6473 3.1812
C -3.4385 0.4159 2.7258
C -3.6179 -0.0138 1.4239
C -2.5018 -0.1864 0.6532
N -1.2471 0.0457 1.0860
C -2.6422 -0.6405 -0.7668
O -3.6731 -0.9814 -1.2570
O -1.4584 -0.6258 -1.3735
H -1.9984 0.9792 4.1948
H -4.2882 0.5788 3.3767
H -4.5834 -0.2199 0.9847
N 0.8005 -1.7043 -0.2808
C 1.4241 -2.9109 0.0348
C 2.6477 -3.2111 -0.5382
C 3.2878 -4.3890 -0.1815
C 2.7110 -5.2359 0.7538
C 1.4787 -4.9237 1.3139
C 0.8218 -3.7620 0.9446
H 3.0821 -2.5243 -1.2570
H 4.2362 -4.6411 -0.6367
H 3.2224 -6.1426 1.0499
H 1.0281 -5.5855 2.0416
H -0.1421 -3.4986 1.3605
I 1.1588 0.0655 -3.1791
I 3.0974 -2.2929 -4.3503
C 4.9293 1.9450 -1.1531
N 4.5047 1.1258 -0.0054
C 5.5012 0.6646 0.9711
C 3.2542 0.8132 0.0809
N 2.1248 0.5651 0.0444
H 5.6118 1.3632 -1.7707
H 5.4265 2.8420 -0.7880
H 4.0585 2.2250 -1.7402
H 6.2182 0.0135 0.4709
H 5.0048 0.1301 1.7722
H 6.0110 1.5356 1.3784
Cl 1.5564 -0.9735 2.8120
Ge 0.7367 1.0815 3.1462
Cl 0.2804 3.0377 2.1384
Cl 2.8452 1.8391 3.3386
F -0.5493 7.0769 -1.9425
C -0.4438 5.7796 -1.6572
C -1.5794 5.0186 -1.4512
F -2.7815 5.5854 -1.5428
C -1.4602 3.6758 -1.1529
F -2.5616 2.9501 -0.9465
C -0.2157 3.0695 -1.0582
O -0.1411 1.7767 -0.7667
C 0.9106 3.8462 -1.2715
F 2.1329 3.2983 -1.1963
C 0.8019 5.1909 -1.5650
F 1.8993 5.9232 -1.7631

Force components x, y, z for each atom (eV/Å):
Mo -0.126 -1.745 -0.548
Br 0.030 0.009 0.107
C -0.218 -0.143 -0.466
C 0.032 -0.018 0.024
C -0.094 0.017 0.069
C -0.164 -0.047 0.060
C 0.198 0.037 0.054
N 0.008 0.075 0.137
C 0.620 0.066 -0.008
O -0.243 -0.042 -0.168
O -0.063 0.166 0.140
H -0.050 0.036 -0.019
H 0.022 -0.021 0.001
H 0.003 0.009 0.012
N -0.004 0.328 0.302
C -0.324 0.885 -0.278
C 0.515 -0.032 -0.184
C -0.031 0.153 -0.092
C 0.002 -0.024 0.018
C -0.115 0.062 -0.003
C -0.268 -0.341 0.332
H -0.029 -0.113 0.045
H 0.008 0.015 0.015
H -0.016 0.001 -0.025
H 0.000 0.009 -0.020
H 0.054 -0.007 0.046
I -0.190 -0.133 0.329
I 0.026 0.019 0.018
C 0.025 -0.005 0.148
N -0.232 0.003 0.044
C -0.105 0.020 -0.265
C 0.490 0.138 -0.064
N -0.094 0.161 0.233
H 0.033 -0.011 -0.005
H 0.002 0.020 -0.001
H 0.064 -0.030 0.029
H 0.009 0.004 0.015
H -0.084 -0.019 0.089
H -0.002 0.000 0.049
Cl 0.006 -0.245 -0.048
Ge 0.205 0.176 -0.093
Cl -0.163 0.162 -0.007
Cl 0.300 -0.111 -0.093
F -0.003 -0.032 0.000
C -0.007 0.187 -0.016
C -0.136 -0.018 0.010
F 0.034 -0.030 0.018
C -0.278 0.214 -0.034
F 0.071 -0.021 0.012
C 0.026 -0.873 0.167
O 0.035 0.843 -0.043
C 0.197 0.226 -0.060
F -0.118 0.015 0.040
C 0.160 0.029 -0.017
F -0.018 -0.030 0.000

Computed properties:
**HOMO-LUMO gap (spin up / spin down)**: 5.55 / 5.65 eV
**LUMO (spin up / spin down)**: -3.377 / -3.364 eV
**E_tot**: -229880.480 eV
**ΔE to the lowest compared entry with this formula, charge and spin**: 51.1 kcal per mole
**2S+1**: 2

No. 5
Here is a molecular structure, C21H14BrMoN2O2S5 from the Open Molecules 2025 dataset. Energies are from wB97M-V/def2-TZVPD.

Cartesian coordinates (Å):
Mo -0.6522 -0.5175 0.3082
O -0.3214 -2.1446 1.4152
N 0.9154 -2.3111 1.9927
C 1.0803 -3.4459 2.7371
C 2.2585 -3.6800 3.3325
C 3.3396 -2.7313 3.1808
C 3.1839 -1.6147 2.4508
C 1.8707 -1.3357 1.7764
S 1.5997 0.0367 0.8485
H 0.2366 -4.1224 2.8171
H 2.4131 -4.5707 3.9264
H 4.2795 -2.9468 3.6728
H 3.9787 -0.8931 2.3248
O -0.1093 -1.9047 -6.6357
C -0.2070 -1.6734 -5.4335
S 1.0639 -2.0479 -4.2842
C 0.2077 -1.4559 -2.8948
C -1.0179 -0.9516 -3.0914
S -1.9447 -0.3420 -1.7861
S -1.6293 -0.9398 -4.7161
S 0.9015 -1.5129 -1.3296
Br -3.8379 -2.3521 4.8200
C -3.7920 -1.8301 3.0095
C -4.9544 -1.8155 2.2467
C -4.8833 -1.4242 0.9115
C -3.6480 -1.0627 0.3947
N -2.5030 -1.0675 1.1125
C -2.6013 -1.4523 2.4080
H -5.9090 -2.1036 2.6770
H -5.7704 -1.4013 0.2881
H -3.5439 -0.7506 -0.6409
H -1.6644 -1.4455 2.9574
C 0.2147 1.2966 -0.4467
C 0.6969 2.3048 -0.8658
C 1.2766 3.5169 -1.3698
C 0.8589 4.7568 -0.8722
C 1.4238 5.9354 -1.3636
C 2.4062 5.8791 -2.3520
C 2.8259 4.6464 -2.8513
C 2.2628 3.4660 -2.3618
H 0.0931 4.8130 -0.1010
H 1.0980 6.8976 -0.9757
H 2.8455 6.7977 -2.7340
H 3.5920 4.6047 -3.6219
H 2.5982 2.5099 -2.7589
H -0.5319 0.3857 1.8786

Force components x, y, z for each atom (eV/Å):
Mo 1.740 2.572 -1.054
O 1.570 -1.592 1.145
N -0.328 0.961 -0.662
C -0.118 0.422 -0.322
C 1.419 0.314 0.369
C -0.581 -0.994 0.374
C -2.003 0.496 -1.055
C 1.856 -1.546 1.618
S 1.238 -0.939 1.600
H -0.027 0.358 -0.252
H -0.112 0.028 -0.061
H 0.038 0.052 -0.026
H -0.105 0.049 -0.080
O -0.124 0.234 1.215
C 0.183 -0.372 -1.869
S 0.037 -0.024 -0.108
C -0.379 0.010 0.026
C 0.581 -0.007 -0.001
S -0.540 0.470 -0.284
S -0.108 0.062 -0.144
S 0.723 -0.988 -0.284
Br 0.082 0.012 0.017
C 0.062 0.263 -1.037
C -0.433 -0.075 -0.119
C 0.496 -0.119 0.681
C -0.458 0.186 0.215
N -2.402 -0.387 0.675
C 0.310 0.027 0.398
H 0.149 0.028 0.043
H 0.161 0.015 0.046
H -0.428 -0.242 0.412
H -0.371 0.058 -0.065
C -2.376 -1.121 0.278
C 1.013 2.200 -0.922
C -0.166 -0.432 0.166
C 0.221 0.597 -0.173
C 0.032 -0.378 -0.058
C 0.007 0.017 -0.003
C -0.260 -0.101 0.266
C 0.327 0.486 -0.286
H 0.152 -0.182 -0.166
H 0.035 -0.139 -0.046
H -0.061 -0.121 0.049
H -0.116 -0.012 0.109
H -0.194 0.117 0.184
H -0.744 -0.262 -0.808

Computed properties:
**HOMO-LUMO gap (spin up / spin down)**: 5.16 / 5.88 eV
**LUMO (spin up / spin down)**: 2.168 / 2.160 eV
**E_tot**: -155151.849 eV
**Total charge**: -1
**2S+1**: 3

| no. | strongest force on any atom (eV/Å) |
| --- | --- |
| 1 | 1.32 |
| 2 | 0.33 |
| 3 | 6.74 |
| 4 | 1.83 |
| 5 | 3.28 |